[1]
Computed, not measured: a structure of composition C43H114BeN9O12 in a non-equilibrium geometry, with ωB97M-V with the def2-TZVPD basis set.

total charge: +1
Kohn-Sham gap: 2.28 eV
energy above the lowest of the compared OMol25 structures with the same formula, charge and spin: 763.43 kJ/mol
lowest unoccupied orbital energy: -7.7 eV
HOMO: -0.3682 hartree

CARTESIAN COORDINATES (ANGSTROEM)
N1 -2.7779 3.0905 -6.0754
H1 2.2555 3.0703 13.7173
C1 -5.8044 5.4212 1.1626
H2 -1.3779 -4.0667 -8.2000
H3 -0.5642 -9.9751 5.1508
C2 1.3012 -7.1890 4.6251
O1 0.8203 1.6408 13.2907
H4 11.8408 3.8988 2.2490
H5 9.6849 2.5601 3.0736
C3 1.1473 -1.4537 -1.9110
H6 1.8060 -1.9107 -1.1726
H7 -0.0516 4.5702 -4.8409
H8 5.1625 1.4407 -2.9922
H9 -7.2725 2.2463 -5.8384
H10 -3.5199 -8.8177 -4.6358
O2 -5.1381 4.2231 0.7886
C4 7.0832 1.8059 3.0203
H11 8.3699 4.3970 0.3296
C5 8.9475 3.1992 2.5880
H12 -6.2190 -5.2984 -4.2055
C6 -1.3517 -3.8253 -9.2626
H13 -5.4812 5.7202 2.1598
H14 9.6493 5.1856 0.0518
C7 -1.6016 5.2425 -2.7990
H15 -3.2586 -6.4872 -1.9002
O3 -4.2003 -7.2051 -3.6210
H16 6.5009 1.2689 -2.2882
C8 1.3130 2.6603 14.0800
C9 -3.1258 1.7994 -6.6726
H17 -0.9376 2.2482 -5.3788
N2 1.7637 5.4310 6.8408
C10 2.5101 6.7608 4.8988
H18 0.5037 -6.0578 3.0190
C11 -1.3757 3.1402 -5.8265
C12 -5.3742 -4.6170 -10.3361
H19 8.5996 3.9190 3.3290
H20 -0.2051 -8.5472 6.1148
H21 -2.2699 -7.6526 -4.0841
H22 2.4290 5.1933 2.5567
C13 -6.6003 2.4487 1.4818
C14 5.6432 1.4276 -5.4708
H23 -0.3501 6.3054 5.3828
C15 -5.8790 -4.6132 -3.4289
H24 -7.1036 1.4160 -4.3179
H25 -3.0315 -8.7551 -2.8944
H26 3.4293 6.2912 1.7004
C16 -0.9500 -0.1721 7.8063
C17 -7.0642 1.4978 2.5508
C18 -3.0534 -5.3811 -9.9775
O4 -0.9436 -0.0807 -1.8136
H27 6.4201 2.5267 3.4986
C19 2.4237 -6.7285 2.2526
H28 6.0920 -0.5414 -8.0210
H29 -2.3703 5.9402 -3.1314
H30 5.5382 2.5107 -5.5326
H31 6.5619 0.9070 2.6914
O5 -0.9263 -1.5095 7.2303
H32 0.9838 -0.4895 8.7816
N3 -0.0473 1.1558 9.7348
H33 -1.8604 -2.7355 5.8512
Be1 -4.2647 3.0068 -2.9931
H34 -0.6351 0.3081 11.5687
H35 -3.0412 3.8419 -6.6968
H36 4.5800 -0.2740 -7.2239
H37 -5.2249 2.5686 -7.1900
H38 10.1116 3.1200 0.6492
H39 -5.2320 -7.0081 -11.8224
C20 0.2150 0.8396 11.1409
N4 6.1108 1.7801 -3.0671
H40 2.6790 5.7040 7.1690
H41 -4.0573 -4.4233 -0.6460
C21 -1.9572 -1.7491 6.3047
H42 7.5369 1.7462 -4.5499
H43 -0.3523 -0.8859 9.5977
H44 -1.8424 -1.0479 5.4780
H45 -0.4608 2.5829 11.9772
C22 1.0281 0.5942 -0.4308
H46 7.2697 -0.8683 -4.6923
H47 -5.0319 -3.5900 -10.2088
H48 -4.1303 -5.1359 -11.9162
H49 -0.2102 -1.1067 -0.2756
N5 -4.7271 -6.8663 -10.9592
H50 -5.3790 3.5231 2.7684
H51 -5.5415 6.2714 0.5332
H52 -4.9804 0.7650 -7.1816
C23 0.1960 -0.5085 -1.0912
C24 9.8430 3.8358 1.4260
O6 7.9435 2.3550 2.0720
H53 -2.6915 1.6992 -7.6673
H54 7.6465 -0.1938 -3.0517
C25 0.5050 2.0787 11.9457
H55 -3.8401 -7.3293 -11.0971
H56 2.4279 -6.1256 1.3445
H57 -2.2721 -5.9626 -10.4668
C26 0.3038 5.6149 4.8501
H58 -7.3631 2.1613 3.3623
H59 -5.6573 -4.9042 -9.3235
H60 -6.2270 -4.6802 -11.0120
H61 10.9625 5.2062 2.8696
H62 0.6028 3.4634 14.2770
H63 4.5922 1.1766 -5.3273
C27 -1.1244 4.3896 -4.9083
H64 -2.6606 0.9901 -6.1098
C28 -6.7284 1.4435 -5.3409
H65 -7.9318 0.9262 2.2210
H66 -1.5282 5.2924 -5.3664
C29 6.9442 -0.2121 -3.8850
H67 -0.7719 0.4685 6.9426
C30 11.0532 4.5985 1.9693
H68 -3.9769 -3.5743 -1.8885
C31 -4.7174 1.7211 -6.7291
H69 -7.0461 0.5041 -5.7933
C32 -5.3300 3.1929 1.7308
C33 5.6539 -0.3293 -7.0457
H70 1.7239 0.2157 0.3180
C34 -3.1798 -8.1883 -3.8135
O7 2.6087 7.0021 3.4899
H71 1.1098 6.1138 7.1963
H72 -2.9329 -1.6237 6.7741
C35 -5.0642 -5.2805 -2.2941
H73 1.0316 0.1309 11.2787
C36 6.6082 1.2300 -4.3067
H74 1.3977 -4.6424 4.6106
H75 6.0289 -0.6819 -3.5249
H76 0.5624 -2.1650 -2.4942
C37 -4.2901 -5.4723 -10.8918
H77 -1.1593 -2.7616 -9.4027
H78 2.2261 4.6452 4.9758
O8 -5.2642 1.5453 -5.3743
O9 6.1519 0.9538 -6.7045
H79 3.4579 -6.6533 2.5886
O10 -1.7070 4.1111 -3.6273
H80 2.2861 -7.4260 5.0274
N6 -6.5175 1.7573 0.2504
H81 4.0566 5.6196 3.2655
H82 -0.9502 3.4206 -6.7901
H83 0.2721 5.9421 3.8109
H84 -6.0665 0.8646 0.3909
H85 -6.6668 -4.0088 -2.9794
H86 1.0202 -9.6973 5.8146
C38 -0.0072 -0.0720 8.9600
H87 2.0942 -7.7315 1.9815
C39 1.4961 -6.2377 3.4323
H88 -3.0901 -5.5762 -3.2933
H89 7.6873 1.5346 3.8861
H90 -1.8835 4.9068 -1.8010
H91 -4.4610 2.5425 1.6318
H92 -0.1005 4.6041 4.7958
H93 2.1512 -4.4739 3.1505
H94 -1.9562 0.0958 8.1287
H95 -0.5037 -4.3239 -9.7319
H96 -7.4645 1.4900 0.0227
H97 2.1075 7.6215 5.4328
H98 -6.8826 5.2653 1.1981
H99 1.3886 2.5767 11.5464
C40 1.6851 5.4992 5.3834
H100 -3.2956 -5.7113 -8.9674
H101 11.4358 5.2596 1.1917
H102 -7.4557 3.1127 1.3567
C41 -3.8329 -6.1826 -2.7751
N7 9.0773 4.9092 0.8369
H103 0.5251 1.2995 0.2308
H104 0.5205 1.9098 9.3753
H105 6.0147 -1.1371 -6.4091
H106 1.7407 -0.9310 -2.6612
H107 3.5250 6.6702 5.2860
N8 -4.6490 -4.1676 -1.4235
H108 0.8119 -6.6572 5.4411
H109 -5.2456 -3.9630 -4.0324
C42 3.1838 5.9643 2.7109
H110 1.5752 1.1802 -1.1693
H111 -0.6393 5.7520 -2.7490
H112 -5.8259 -5.8696 -1.7834
H113 1.5729 2.2597 15.0599
O11 0.5374 -8.3764 4.2522
C43 0.1800 -9.1992 5.3308
N9 2.1115 -5.0162 4.0017
H114 -6.2717 0.8321 2.8928
O12 -2.5644 -4.0543 -9.9291

Atoms 1-3, force components in eV/Å:
N -1.0 -1.7 0.7
H 0.1 0.3 -0.4
C 0.1 -0.1 0.6

These are the Löwdin partial charges, in e, on atoms 1 to 2:
1. N -0.085
2. H 0.084

***

[2]
Computed, not measured: a cluster of 13 separate species, C43H118N20O19 in total in a non-equilibrium geometry, with ωB97M-V with the def2-TZVPD basis set.

Kohn-Sham gap: 8.42 eV
energy above the lowest of the compared OMol25 structures with the same formula, charge and spin: 0.00 kJ/mol
lowest unoccupied orbital energy: 0.4 eV
HOMO: -0.2953 hartree

CARTESIAN COORDINATES (ANGSTROEM)
H1 -3.9256 4.5034 -3.8037
H2 4.6197 -1.8439 1.0251
H3 1.2408 4.6890 1.8917
H4 -2.3177 4.7058 -4.3268
H5 1.4160 -3.0131 2.8362
C1 2.5966 7.3995 0.2174
H6 -4.9465 -2.9817 5.1922
O1 -4.7225 -4.8186 -0.0393
C2 -5.1667 -3.6258 0.1422
H7 -3.7466 -0.1105 -3.1155
H8 3.4447 -8.2694 2.8160
H9 2.1633 -6.2597 -3.7637
O2 -6.3322 -0.2840 0.5622
O3 1.5236 3.4424 -1.5344
H10 -1.1251 5.4839 -0.8014
H11 -1.7528 4.1830 4.5667
H12 -1.9966 -2.5615 -5.6818
N1 -0.7178 -3.9303 3.8730
H13 3.9941 -2.5161 -6.5948
C3 -3.1148 -4.0633 3.4984
C4 2.2809 2.9788 1.6138
C5 -2.0358 -3.1879 -4.7892
C6 -0.7440 -4.7182 0.3244
H14 -2.2603 2.5846 2.7117
H15 1.1309 -5.8493 -2.1227
N2 -1.4549 3.1355 -0.2265
N3 -1.5184 -1.6099 1.8767
C7 1.0812 4.2144 -2.6194
O4 -3.0516 -3.0041 4.4640
H16 1.2911 -2.4544 -7.9318
C8 -1.3699 -1.8253 -2.9526
H17 0.3051 1.6862 -1.7364
H18 1.9389 -0.7604 5.4488
H19 -2.6659 -3.9876 -5.0713
H20 -2.0939 -5.4807 4.6119
H21 -2.2231 6.7842 2.2448
C9 -4.2640 -2.2920 4.7748
H22 2.9689 -2.5208 -0.8424
H23 -3.4074 4.4933 2.4412
C10 -0.7777 1.2646 6.1536
H24 3.4741 6.8630 -0.1431
H25 -0.7032 -1.2556 -3.6726
H26 0.4216 7.1886 3.2156
H27 -5.2492 -1.7395 -0.6158
H28 -1.1105 -2.4322 2.2764
H29 5.4382 -1.3381 -0.4404
H30 2.5991 6.0019 3.1097
C11 2.7378 -6.7579 1.8026
H31 -1.3870 -6.6381 0.0595
O5 -1.4029 6.5268 4.1706
H32 -1.8130 2.1897 -0.1199
O6 -0.8906 0.4621 1.3440
C12 -2.3981 1.6226 4.5822
C13 -2.3809 4.0590 -0.1861
C14 3.0536 -2.9728 -7.0467
O7 1.0710 -4.6452 -3.7561
H33 -0.0263 4.2703 -2.6216
C15 3.8492 -1.5756 -2.4619
C16 -1.9382 5.9738 2.9778
H34 -1.1201 5.4271 2.5000
O8 1.8767 -1.0231 -6.5759
H35 1.3312 5.5926 -0.3371
H36 4.9217 1.7618 3.7068
H37 -2.1693 -3.2881 0.2267
C17 3.1916 6.5846 2.3988
H38 3.3511 -5.4925 -5.9548
C18 -3.6765 2.0213 -3.3419
C19 0.3900 -5.2500 -2.6585
N4 -0.5818 -6.1093 0.3852
H39 -0.4687 3.2885 -0.3605
N5 2.9748 -5.5259 1.3229
H40 4.8088 -2.1933 -2.2213
H41 -7.4164 1.8966 1.1423
H42 5.4077 -1.1315 -4.5539
O9 4.0462 -0.3111 -3.0110
N6 3.5235 -7.2971 2.7607
H43 2.6334 5.5602 -2.3312
H44 -0.3022 -5.9685 -2.9995
C20 2.9858 -1.4894 -1.2233
H45 2.6153 -4.0779 3.6948
N7 -2.0261 0.5247 -2.2936
H46 6.5771 1.0415 3.6376
H47 -1.0352 -3.5728 -4.8105
H48 -4.0807 -4.6265 3.6370
N8 -4.6917 -2.5826 -0.6900
O10 -3.5766 3.7988 -0.0502
C21 1.3204 2.0286 -1.6636
C22 1.7657 -1.2919 4.5494
H49 -6.2330 2.8988 0.6470
H50 3.7343 0.2746 -0.6943
H51 -2.6019 0.5233 4.1638
O11 -2.4246 -2.4811 -3.6421
H52 3.4932 7.5534 2.8785
H53 0.4994 6.5465 4.9192
N9 2.0595 1.6341 2.0143
H54 1.8030 -3.0358 -5.3796
H55 0.6363 -5.3768 3.1913
H56 4.1032 6.0330 2.0557
H57 -3.9009 5.7156 3.7256
N10 2.3129 -3.6725 -6.0262
O12 1.5996 -2.6828 4.8984
N11 0.9624 6.1229 -1.1191
H58 1.0863 1.3951 2.0343
H59 -1.1904 0.2487 6.2579
H60 0.2968 -2.2140 0.6480
H61 -3.9085 2.5653 3.3652
H62 -4.2136 1.9817 0.1272
H63 2.3066 -5.1013 0.6784
H64 0.3698 1.2540 6.2767
H65 1.3049 6.2683 -3.2613
H66 2.6310 -1.1596 3.9423
O13 -2.5914 2.8857 -3.7983
H67 4.4249 -7.0115 3.0882
H68 1.5130 3.7925 -3.5901
H69 1.9626 1.6471 -2.5676
H70 -4.7482 -1.6976 3.9583
H71 -2.7659 -1.2133 -1.2385
H72 1.8068 1.6968 -0.7510
C23 4.6893 -0.2830 -4.3317
H73 -4.0267 2.3274 -2.3711
H74 3.8693 -0.2205 -5.0600
H75 -0.9103 -3.4359 4.7031
H76 5.4637 1.0200 0.3680
N12 0.5602 -1.3182 0.9725
N13 -2.6659 4.0335 4.2304
N14 1.3015 3.7198 2.1776
C24 -3.0313 0.6798 -3.3319
H77 -1.8361 -5.5334 2.9749
N15 -6.6562 1.9657 0.4916
C25 -1.8449 -0.8577 -1.8451
O14 -1.0431 1.8026 4.8959
H78 -4.0006 0.2314 -0.1342
C26 0.7539 -0.2050 -6.8272
C27 1.6865 -3.5503 3.7689
H79 0.6003 0.1842 -5.8274
H80 6.6466 -0.0051 1.1319
C28 -0.1008 7.1185 4.1729
C29 5.5942 0.0960 1.0329
H81 -4.0666 -1.5433 5.5713
H82 0.3014 -6.5609 0.4970
C30 1.5536 5.6408 -2.3808
H83 -1.0944 -0.7804 -1.0812
H84 3.9431 -5.2530 1.3625
C31 2.1541 -1.9163 -7.5914
C32 2.9372 -4.7704 -5.2549
H85 3.6603 -4.3607 -4.5593
C33 4.8179 -1.0138 0.3666
H86 -0.0239 -0.8663 -7.1988
H87 -2.3187 -1.1673 2.3257
C34 -1.8945 -4.8498 3.7635
H88 3.2788 -3.7537 -7.7795
H89 6.1394 2.2135 2.4895
C35 -0.6184 -0.7284 1.3846
C36 -2.8387 2.7278 3.6564
H90 2.0073 -1.1830 -1.5705
C37 5.6936 1.3861 3.0905
O15 1.7472 -7.4012 1.4710
N16 -5.9274 -3.2777 1.1852
H91 -2.7721 5.9853 -0.4740
H92 -1.1648 0.8842 -2.6241
H93 -6.3075 -3.8933 1.9049
H94 -3.0741 -3.6117 2.4826
O16 0.1823 -3.9428 0.6124
H95 -2.5863 4.6145 -2.5457
H96 0.0906 -4.4897 -1.9879
H97 0.9014 0.5995 -7.5533
N17 -2.0244 5.3465 -0.3491
H98 2.5899 -1.2940 -8.3883
C38 1.8369 -5.5164 -4.4996
H99 -6.3286 -2.3189 1.1329
O17 5.0990 0.2328 2.3185
H100 1.8700 7.7867 -1.8166
H101 3.1578 -2.1785 -3.1633
H102 1.2722 -0.7553 0.4420
C39 -5.8643 0.8358 0.4356
H103 -2.6904 0.5191 -4.4030
H104 5.1998 0.6415 -4.4472
H105 -4.5945 -2.8028 -1.7023
C40 -2.8614 4.2278 -3.5506
H106 1.0927 -6.0000 -5.1558
C41 0.5857 -4.5907 3.9890
H107 2.8592 8.4420 0.3853
H108 -1.1384 1.9192 6.9910
N18 3.5612 -0.6128 -0.2283
O18 3.2942 3.4251 1.0895
H109 0.7989 3.2527 2.8947
C42 1.4861 7.5129 -0.8337
H110 -4.5059 1.9782 -4.0569
N19 -1.9257 -4.1850 -0.1315
H111 -2.7659 -4.6772 -0.2786
C43 -3.0793 5.1077 3.3202
H112 -0.7032 -2.4811 -2.4878
H113 0.7266 -5.0991 4.9987
H114 0.6552 8.1134 -0.5143
H115 -2.9833 1.7877 5.4947
H116 2.7488 0.8855 1.9861
O19 2.1664 6.7735 1.4079
H117 -0.1187 8.1401 4.5586
H118 0.8371 -0.9603 4.0834
N20 -4.5369 1.0181 0.2293

Atoms 1-3, force components in eV/Å:
H 0.7 -0.4 0.6
H 0.2 -0.3 0.5
H -0.3 -0.2 0.5

These are the Löwdin partial charges, in e, on atoms 1 to 2:
1. H 0.108
2. H 0.121

***

Among the records above, which one has the lowest HOMO?
C43H114BeN9O12